Entry 1:
The following is a quantum chemistry calculation of a 2-piece molecular cluster, CH5N2P overall, from the Open Molecules 2025 dataset.

The geometry in XYZ format:
```
9
CH5N2P (ωB97M-V/def2-TZVPD)
P 2.381 -0.825 -0.626
N 1.834 0.513 0.063
N -1.712 -1.086 0.683
C -1.711 -0.116 -0.139
H -2.341 0.755 -0.144
H -0.859 0.154 -0.766
H 2.404 1.396 0.279
H 0.793 0.752 0.086
H -0.790 -1.543 0.563
```

Summary:
Net charge: 0
Kohn-Sham gap (alpha / beta), Ha: 0.2539 / 0.2540
Spin multiplicity: 1
E_HOMO (alpha / beta), hartree: -0.270 / -0.270
Energy above the lowest of the compared OMol25 structures with the same formula, charge and spin, eV: 2.5681

=====

Entry 2:
The following is a quantum chemistry calculation of C2H2N2O3 as an isolated structure, from the Open Molecules 2025 dataset.

The geometry in XYZ format:
```
9
C2H2N2O3 (ωB97M-V/def2-TZVPD)
O -1.228 0.922 0.411
O 1.359 1.519 0.538
O 1.965 -0.299 -0.583
N -0.614 -2.469 0.130
N 1.221 0.468 -0.032
C -0.571 0.065 -0.321
C -0.666 -1.341 -0.086
H -0.864 0.864 1.299
H -0.602 0.270 -1.357
```

Summary:
Net charge: 0
Kohn-Sham gap, Ha: 0.3859
Spin multiplicity: 1
E_HOMO, hartree: -0.392
Energy above the lowest of the compared OMol25 structures with the same formula, charge and spin, eV: 4.2606

=====

Entry 3:
The following is a quantum chemistry calculation of C5H9NO as an isolated structure, from the Open Molecules 2025 dataset.

The geometry in XYZ format:
```
16
C5H9NO (ωB97M-V/def2-TZVPD)
O 0.424 2.575 -0.263
N 0.285 -0.577 0.554
C 0.163 -0.222 -2.026
C 0.288 0.593 1.386
C -0.654 -1.651 0.816
C 0.364 1.344 0.072
C 0.257 0.141 -0.552
H -0.144 -1.257 -2.183
H -0.429 -2.114 1.782
H -1.687 -1.285 0.843
H 1.167 0.636 2.036
H 0.481 3.116 0.543
H -0.624 0.726 1.977
H -0.580 -2.428 0.048
H -0.466 0.494 -2.564
H 1.157 -0.091 -2.471
```

Summary:
Net charge: 0
Kohn-Sham gap, Ha: 0.2690
Spin multiplicity: 1
E_HOMO, hartree: -0.241
Energy above the lowest of the compared OMol25 structures with the same formula, charge and spin, eV: 3.3818

=====

Entry 4:
The following is a quantum chemistry calculation of C35H42MnN3O2PS2 as an isolated structure, from the Open Molecules 2025 dataset.

The geometry in XYZ format:
```
86
C35H42MnN3O2PS2 (ωB97M-V/def2-TZVPD)
Mn 0.573 -0.175 -0.276
S 0.306 2.840 -1.726
S -1.604 -1.156 -0.756
P 0.492 -0.343 2.182
O 4.770 -0.064 0.312
O 0.770 1.801 -0.694
N 2.672 -0.538 -0.232
N -1.898 -0.681 -3.349
N -1.741 -2.894 -2.770
C -1.743 -1.617 -2.417
C -1.310 -4.122 4.043
C -2.232 2.595 -0.684
C -0.521 -4.191 2.902
C 4.575 -0.158 4.299
C -0.495 3.415 3.479
C -0.415 1.123 2.744
C -1.061 -1.731 4.082
C 2.152 -0.250 2.914
C -5.704 2.473 -2.225
C -2.021 2.768 -3.091
C -2.057 -0.933 -4.773
C -1.800 1.144 2.555
C -3.401 2.687 -3.210
C -3.605 2.504 -0.823
C -0.010 -3.031 2.345
C 4.845 -0.299 -1.111
C 0.234 2.266 3.198
C -1.449 2.726 -1.823
C 2.188 -0.215 4.305
C 3.382 -0.444 -1.529
C 1.640 -1.852 -2.686
C -1.871 3.428 3.307
C 3.364 -0.241 2.195
C -2.524 2.290 2.846
C 3.520 -0.294 0.711
C 3.868 -1.426 -3.762
C 4.562 -0.195 2.915
C 3.128 -1.637 -2.442
C 0.485 4.362 -0.819
C 3.384 -0.167 5.002
C -4.211 2.554 -2.081
C -1.580 -2.895 4.630
C -0.273 -1.796 2.936
C -1.572 -4.019 -1.851
H -1.333 -1.676 -5.110
H -1.340 -4.901 -2.443
H -0.305 -5.151 2.450
H -2.480 -4.193 -1.277
H -0.046 4.275 0.128
H 0.606 -3.089 1.453
H -2.318 0.263 2.191
H -1.777 2.544 0.300
H 1.107 -2.140 -1.773
H -2.059 0.254 -3.001
H -3.857 2.742 -4.192
H -3.066 -1.266 -5.020
H 3.512 -0.523 -4.265
H 4.946 -1.328 -3.621
H 5.501 -0.192 2.385
H 5.370 0.537 -1.561
H -1.988 -3.122 -3.720
H 0.014 4.297 3.845
H 0.080 5.172 -1.425
H -1.398 2.880 -3.971
H 3.707 -2.268 -4.435
H -2.439 4.319 3.542
H 3.379 -0.143 6.084
H 1.172 -0.952 -3.105
H -6.198 2.438 -1.257
H -1.849 -0.012 -5.311
H -4.225 2.398 0.059
H -6.085 3.336 -2.771
H -1.714 -5.028 4.475
H -2.193 -2.842 5.520
H 1.551 4.512 -0.655
H 5.414 -1.217 -1.262
H -3.600 2.292 2.725
H 1.481 -2.664 -3.398
H 1.308 2.267 3.344
H -5.991 1.582 -2.786
H 3.532 -2.526 -1.945
H -1.274 -0.777 4.550
H 5.520 -0.127 4.823
H -0.755 -3.816 -1.164
H 1.255 -0.229 4.856
H 3.024 0.462 -2.034
```

Summary:
Net charge: +2
Kohn-Sham gap (alpha / beta), Ha: 0.3068 / 0.3199
Spin multiplicity: 6
Expectation value of S²: 8.757
E_HOMO (alpha / beta), hartree: -0.482 / -0.502
Energy above the lowest of the compared OMol25 structures with the same formula, charge and spin, eV: 0.4630

=====

Entry 5:
The following is a quantum chemistry calculation of C17H36NO2P3Ru as an isolated structure, from the Open Molecules 2025 dataset.

The geometry in XYZ format:
```
60
C17H36NO2P3Ru (ωB97M-V/def2-TZVPD)
Ru 1.700 0.129 -0.436
P -1.057 1.913 -2.757
P 2.094 2.018 1.963
P -1.215 -3.858 0.358
O -0.052 -0.740 1.895
O -0.684 2.191 -0.050
N -2.599 -0.691 -0.798
C 3.401 -0.858 0.064
C -0.258 1.632 -1.028
C 0.207 2.820 -3.630
C 2.843 3.578 1.398
C 0.632 -0.385 1.007
C 2.013 -1.292 -1.871
C 2.348 -0.039 -2.394
C -2.622 2.751 -2.624
C 2.540 -1.699 -0.644
C -2.669 -4.460 1.295
C 0.673 2.476 2.999
C -1.193 0.243 -3.365
C -0.969 -5.239 -0.826
C 0.116 -4.235 1.576
C 3.315 1.254 3.079
C 3.213 0.800 -1.696
C 3.725 0.403 -0.456
H -3.564 -4.259 0.690
H -1.586 -5.019 -1.708
H 1.318 -1.938 -2.395
H 3.572 1.941 3.897
H -1.571 0.254 -4.400
H -0.120 2.861 2.341
H -0.034 -3.602 2.461
H -1.882 -1.118 -0.206
H 1.002 2.148 -3.983
H 1.094 -3.983 1.144
H 3.311 4.114 2.236
H 3.446 1.781 -2.083
H -1.271 -6.200 -0.389
H 2.274 -2.670 -0.241
H 2.872 0.330 3.482
H -0.236 3.341 -4.492
H 0.645 3.566 -2.949
H 4.340 1.078 0.114
H -2.585 -5.534 1.510
H 4.211 0.991 2.500
H -1.882 -0.310 -2.695
H -2.740 -3.884 2.230
H -2.623 3.399 -1.737
H 3.802 -1.166 1.021
H 1.931 0.276 -3.338
H -3.371 -1.356 -0.861
H 0.099 -5.294 1.868
H -2.938 0.141 -0.313
H 3.595 3.343 0.631
H 2.058 4.196 0.939
H 0.083 -5.274 -1.144
H 0.299 1.573 3.504
H -0.212 -0.260 -3.347
H -2.785 3.370 -3.518
H 0.968 3.235 3.737
H -3.447 2.029 -2.545
```

Summary:
Net charge: +4
Kohn-Sham gap (alpha / beta), Ha: 0.2458 / 0.2387
Spin multiplicity: 5
Expectation value of S²: 6.014
E_HOMO (alpha / beta), hartree: -0.711 / -0.805
Energy above the lowest of the compared OMol25 structures with the same formula, charge and spin, eV: 0.0265

=====

Entry 6:
The following is a quantum chemistry calculation of C31H24F3N2O2PPdTe as an isolated structure, from the Open Molecules 2025 dataset.

The geometry in XYZ format:
```
65
C31H24F3N2O2PPdTe (ωB97M-V/def2-TZVPD)
Te 0.233 1.592 -2.590
Pd -0.092 0.581 -0.242
P 1.613 -1.111 -0.373
F -2.611 7.449 0.471
F -3.021 6.728 2.463
F -1.074 7.541 1.990
O 2.925 0.549 2.909
O 1.499 1.199 1.326
N -0.850 2.877 0.362
N -1.320 0.113 1.665
C 2.108 -5.010 -1.535
C -2.073 6.790 1.512
C -1.711 -0.663 -0.956
C -2.118 3.267 0.232
C 5.022 0.393 -3.058
C -3.534 -2.113 -0.211
C -1.846 -1.255 -2.210
C -3.634 -2.677 -1.471
C 2.230 0.339 1.924
C 2.940 -0.772 -2.788
C -0.300 5.018 1.247
C 2.216 -1.095 1.338
C -2.555 4.526 0.591
C 0.891 -5.572 -1.180
C -2.785 -2.241 -2.476
C 0.044 3.729 0.859
C 0.127 -3.427 -0.412
C -1.619 5.415 1.109
C -2.591 -1.116 0.047
C -2.447 -0.572 1.423
C -1.969 0.480 3.920
C 1.349 -2.858 -0.761
C -0.098 -4.779 -0.615
C 4.091 0.087 -0.861
C 3.943 -0.286 -3.607
C 2.339 -3.661 -1.324
C -3.397 -0.737 2.433
C -1.081 0.627 2.870
C 3.007 -0.599 -1.406
C -3.150 -0.210 3.685
C 5.092 0.579 -1.686
H -1.053 -5.206 -0.341
H 3.296 -3.233 -1.598
H -3.593 4.801 0.473
H -4.181 -2.477 0.575
H 0.450 5.680 1.652
H -2.845 -2.678 -3.465
H 3.193 -1.572 1.448
H 3.881 -0.436 -4.677
H -0.143 1.162 2.960
H -4.322 -1.256 2.236
H -2.804 2.530 -0.170
H 2.105 -1.305 -3.231
H -3.879 -0.332 4.475
H 5.805 0.775 -3.700
H -0.662 -2.816 0.008
H 2.885 -5.623 -1.974
H 1.505 -1.694 1.917
H 4.166 0.255 0.206
H 1.048 3.339 0.977
H -1.740 0.900 4.888
H 0.712 -6.627 -1.343
H -1.179 -0.963 -3.020
H 5.926 1.110 -1.248
H -4.362 -3.454 -1.662
```

Summary:
Net charge: 0
Kohn-Sham gap (alpha / beta), Ha: 0.2454 / 0.2283
Spin multiplicity: 5
Expectation value of S²: 6.017
E_HOMO (alpha / beta), hartree: -0.243 / -0.307
Energy above the lowest of the compared OMol25 structures with the same formula, charge and spin, eV: 0.0000

=====

no.,calculated total energy (Eh)
1,-491.852984
2,-412.494404
3,-325.813275
4,-3962.007482
5,-1991.837875
6,-2492.542697